# 1
# C20H45BN2O3S

A 2-piece molecular cluster, C20H45BN2O3S overall (the ωB97M-V functional and the def2-TZVPD basis, OMol25).

The geometry in XYZ format:
```
72
Properties=species:S:1:pos:R:3:mulliken_charge:R:1
C -3.28192 8.61468 -0.00686 -1.360
C -2.42605 7.41435 0.41423 -0.330
C -1.05074 7.37462 -0.29448 -0.644
C 0.17363 7.32630 0.64992 -0.791
C 1.01564 6.04316 0.53446 -0.697
C 0.70766 5.02111 1.62341 -0.600
C 1.61547 3.79442 1.60071 -0.433
C 1.54080 3.01432 2.91635 -0.854
C 2.20239 1.64248 2.86261 -0.636
C 1.37673 0.57236 2.15691 -0.639
C 2.04359 -0.81210 2.15718 -0.602
C 1.53159 -1.70856 1.02732 -0.706
B 1.82324 -3.29819 1.18998 0.579
S 1.36136 -3.97693 2.98783 -0.440
C 0.85859 -4.17264 0.13511 -0.757
C 1.14538 -3.94116 -1.29224 0.219
N 0.96793 -2.81532 -1.89212 -0.876
C 3.42394 -3.67369 1.00576 -0.806
C 3.58582 -5.04919 0.45798 0.339
O 3.65799 -5.33047 -0.71498 -0.619
O 3.61441 -6.05425 1.37017 -0.514
H -4.33426 8.43238 0.22039 0.365
H -3.21664 8.78554 -1.08251 0.368
H -2.98849 9.52273 0.52058 0.318
H -2.99352 6.50707 0.20420 0.317
H -2.26060 7.47893 1.49081 0.257
H -1.02053 6.50989 -0.95991 0.291
H -0.98182 8.26439 -0.92264 0.413
H -0.14649 7.47780 1.68252 0.440
H 0.82155 8.16108 0.37663 0.349
H 2.07505 6.30668 0.59935 0.444
H 0.86844 5.60509 -0.45696 0.261
H -0.34692 4.72555 1.57751 0.248
H 0.83208 5.52487 2.58936 0.320
H 2.63931 4.16554 1.49206 0.271
H 1.36679 3.15330 0.75223 0.259
H 0.49585 2.93949 3.23597 0.378
H 2.04704 3.62007 3.67499 0.405
H 3.20106 1.70813 2.41810 0.347
H 2.36304 1.29939 3.89097 0.316
H 0.41280 0.49614 2.67423 0.181
H 1.14442 0.87138 1.12850 0.326
H 1.85749 -1.26180 3.13455 0.340
H 3.12099 -0.64373 2.04862 0.287
H 2.01480 -1.36536 0.10573 0.271
H 0.45068 -1.54718 0.90727 0.179
H 0.09507 -4.36528 2.78923 0.028
H 0.94713 -5.23919 0.35178 0.231
H -0.16850 -3.85635 0.35928 0.075
H 1.52774 -4.79630 -1.85478 0.548
H 1.24737 -2.93298 -2.86743 0.237
H 3.95922 -2.97142 0.36658 0.263
H 3.88037 -3.64068 2.00014 0.506
H 3.31530 -5.70183 2.22415 0.337
C -2.37840 -5.04509 -1.41343 -1.270
C -2.96285 -3.89287 -2.21492 0.246
C -3.75461 -4.31535 -3.45184 -0.681
O -2.88707 -4.75857 -4.47206 -0.420
C -2.69878 -6.17091 -4.58241 -0.638
N -1.82673 -3.05006 -2.71781 -0.127
H -1.57742 -5.54883 -1.95629 0.319
H -1.96103 -4.69464 -0.47012 0.358
H -3.15595 -5.77406 -1.19005 0.407
H -3.57245 -3.25892 -1.57093 0.310
H -4.29039 -3.44992 -3.85259 0.389
H -4.49804 -5.07018 -3.18752 0.424
H -3.57574 -6.71107 -4.22228 0.312
H -1.81758 -6.49648 -4.02737 0.275
H -2.55053 -6.39522 -5.63601 0.239
H -1.06781 -2.90131 -2.01448 -0.003
H -2.12731 -2.14027 -3.06667 0.377
H -1.41060 -3.54485 -3.51396 0.475
```

Its charge is 0.

# 2
# C20H45Br2Cl2KLiN3O14S3

C20H45Br2Cl2KLiN3O14S3 as an isolated structure in a non-equilibrium geometry (the ωB97M-V functional and the def2-TZVPD basis, OMol25).

The geometry in XYZ format:
```
91
Properties=species:S:1:pos:R:3:mulliken_charge:R:1
C -0.22830 -4.32357 2.39662 -0.544
C -0.74137 -4.79267 1.14686 -0.300
C -1.15859 -3.89627 -0.10660 -0.942
C -2.42301 -2.90993 0.18316 0.915
C -3.36705 -3.63132 1.24903 -1.272
C -4.87865 -3.07629 1.29771 -0.602
C -5.82280 -4.05646 2.18270 -0.111
Cl -7.49514 -3.24120 2.17270 -0.267
O -3.16627 -2.97430 -1.08694 -0.449
S -2.29659 -2.00039 -2.13875 1.415
O -3.24386 -1.28440 -3.08628 -0.823
O -1.40866 -2.79959 -3.06907 -0.572
O -1.54609 -1.02415 -1.01515 -0.283
C -2.01885 -1.37294 0.36305 0.979
S -3.39265 -0.09393 0.56039 -0.565
C -0.69759 -0.99904 1.22446 -0.892
C -1.00921 -0.33776 2.64938 0.003
C 0.39315 -0.38738 3.48770 -1.534
Br -2.33905 -1.30795 3.75607 -0.051
H 0.77046 -3.74197 2.36492 0.199
H -0.75404 -4.42289 3.40727 0.313
H -0.90750 -5.93226 1.06003 0.351
H -0.26861 -3.24274 -0.45278 0.388
H -1.44233 -4.59545 -0.96296 0.402
H -2.95027 -3.67503 2.30859 0.110
H -3.45476 -4.73361 0.90508 0.528
H -4.84506 -2.09206 1.90430 0.252
H -5.33530 -2.85139 0.27651 0.192
H -5.41652 -4.02282 3.26264 0.077
H -5.85745 -5.12061 1.78433 0.379
H -4.33688 -0.52724 -0.38347 0.138
H -0.16100 -0.18320 0.60224 0.435
H 0.05064 -1.86988 1.27245 0.177
H -1.29961 0.76618 2.59330 0.599
H 0.50472 0.50955 4.20501 0.341
H 1.31092 -0.50238 2.79197 0.322
H 0.32803 -1.38173 4.10448 0.525
C -5.03245 -5.56214 5.64309 0.770
O -4.34137 -4.63884 6.15796 -0.783
O -5.72815 -6.25279 6.58563 -0.501
O -5.16343 -5.91556 4.45332 -0.741
H -5.37395 -5.70377 7.31125 0.313
Li -5.24804 -1.66170 -3.48001 0.948
O -3.33556 3.12700 0.07588 -0.265
H -3.21597 2.15021 0.11404 0.401
H -2.41459 3.61519 -0.03190 0.204
H -3.83224 3.45882 0.85328 0.420
Br -0.98349 4.28794 -0.87998 -0.658
K 2.98060 -1.00749 4.03819 1.008
C -10.63853 -5.12836 2.80828 -0.871
S -11.12848 -3.63909 3.70385 0.563
O -10.95726 -3.91533 5.16001 -0.621
C -12.89150 -3.77044 3.33168 -0.909
H -9.56465 -5.26935 2.93543 0.243
H -11.16804 -5.99501 3.20838 0.361
H -10.86402 -5.00658 1.74704 0.323
H -13.28033 -4.72178 3.69924 0.288
H -13.04373 -3.69290 2.25350 0.327
H -13.41074 -2.95072 3.82940 0.306
C 4.87540 2.98652 1.73850 0.479
O 5.02076 2.12671 2.60833 -0.745
N 5.70883 4.04584 1.62600 -0.252
N 3.87872 2.92994 0.82146 -0.228
H 5.61347 4.75872 0.92877 0.204
H 6.46238 4.10873 2.28944 0.127
H 3.24932 2.14852 0.87613 0.011
H 3.73942 3.61800 0.10582 0.246
Cl 3.42279 4.97144 2.33007 -0.784
C 7.32548 4.00181 -2.02570 -0.724
N 6.49171 5.23000 -1.96763 0.920
O 5.36338 5.11928 -1.52035 -0.509
O 7.00148 6.26183 -2.37357 -0.550
H 6.74824 3.16585 -1.63443 0.317
H 7.58992 3.83382 -3.06976 0.229
H 8.21123 4.17693 -1.41615 0.305
C 10.35743 4.86281 -8.22086 -0.698
O 9.95529 6.14284 -7.75587 -0.365
C 8.54707 6.22129 -7.53719 -0.587
C 8.21292 6.13793 -6.05289 -0.422
O 8.49352 4.83977 -5.53077 -0.365
C 9.69468 4.81058 -4.77330 -0.877
H 11.44760 4.81766 -8.19305 0.243
H 9.96080 4.06128 -7.59270 0.291
H 10.02820 4.72133 -9.25512 0.325
H 8.01860 5.44628 -8.10151 0.331
H 8.22199 7.19505 -7.91571 0.369
H 7.13945 6.30689 -5.92417 0.366
H 8.74429 6.91132 -5.48721 0.348
H 9.55026 5.34118 -3.82717 0.330
H 10.52977 5.25338 -5.32202 0.432
H 9.93666 3.76825 -4.55587 0.273
```

Its charge is 0.

# 3
# C20H45F6N3O7V

C20H45F6N3O7V as an isolated structure in a non-equilibrium geometry (the ωB97M-V functional and the def2-TZVPD basis, OMol25).

The geometry in XYZ format:
```
82
Properties=species:S:1:pos:R:3:mulliken_charge:R:1
V 0.42553 -0.36327 0.04200 1.777
C -1.81458 -1.31366 -2.30054 -0.807
O -1.10087 -1.00062 -3.51607 -0.182
O -1.05791 -1.28721 -1.28169 -0.373
C -3.02239 -0.40688 -2.21667 0.807
F -3.71576 -0.62605 -1.06990 -0.274
F -2.61834 0.91272 -2.13454 -0.302
F -3.85844 -0.53012 -3.23521 -0.312
C -1.31580 -1.83365 -4.62347 -0.344
C -0.48299 -1.30756 -5.77535 -1.171
H 0.53175 -1.71995 -5.78579 0.255
H -0.90984 -1.47835 -6.76238 0.367
H -0.32671 -0.22942 -5.66662 0.264
H -2.37712 -1.81472 -4.89753 0.353
H -0.99768 -2.86733 -4.42400 0.337
H -2.17783 -2.35791 -2.48007 0.250
C 2.45924 1.42846 1.63452 -0.582
O 3.05367 1.41292 0.33772 -0.094
O 1.51932 0.53852 1.73391 -0.422
C 3.55720 1.32117 2.71435 0.694
F 3.76622 2.53032 3.23889 -0.286
F 3.23515 0.54718 3.74233 -0.269
F 4.73355 0.84169 2.22129 -0.280
C 3.74813 2.60051 0.01025 -0.430
C 4.33325 2.38786 -1.36955 -1.195
H 4.99301 3.21153 -1.66908 0.491
H 4.85604 1.43167 -1.41515 0.210
H 3.60582 2.44794 -2.18841 0.289
H 4.47889 2.88198 0.76189 0.452
H 2.98226 3.38551 -0.07498 0.261
H 1.98277 2.42377 1.75376 0.014
C 2.90697 -0.73154 -3.51544 -1.597
C 2.15116 -1.00704 -2.23160 0.895
C 2.99511 -1.59502 -1.11561 -0.955
O 2.09909 -1.82076 -0.02563 -0.266
C 2.75532 -2.25772 1.16815 -0.594
N 1.56609 0.24678 -1.67808 0.486
H 3.78034 -0.11105 -3.30429 0.265
H 2.25279 -0.35716 -4.29835 0.327
H 3.29074 -1.68349 -3.90826 0.438
H 1.31607 -1.69315 -2.39966 0.000
H 3.72935 -0.79381 -0.91667 0.184
H 3.53124 -2.52656 -1.31219 0.538
H 3.37613 -3.14702 0.94653 0.374
H 2.00332 -2.56281 1.88438 -0.029
H 3.45748 -1.53573 1.59201 0.156
H 2.33600 0.82995 -1.32134 -0.393
H 1.22763 0.78855 -2.47492 0.409
C -0.89871 -3.34909 2.91877 -1.441
C -1.41298 -2.58770 1.72172 0.505
C -2.88427 -2.36998 1.65266 -0.656
O -3.26212 -1.36390 2.54031 -0.392
C -4.58755 -1.42759 2.83953 -0.969
N -0.78367 -1.21978 1.75177 0.243
H -1.30111 -2.88767 3.82922 0.357
H 0.18304 -3.28281 3.03681 0.281
H -1.18193 -4.40409 2.91486 0.388
H -1.06648 -3.06365 0.80581 0.097
H -3.47658 -3.28159 1.76804 0.605
H -3.02333 -2.04458 0.61294 0.023
H -5.20361 -1.29022 1.94282 0.340
H -4.78294 -0.68990 3.60847 0.280
H -4.90990 -2.40777 3.22524 0.360
H -1.43380 -0.63698 2.31124 0.086
H -0.06454 -1.15173 2.49436 0.251
C -2.25045 3.62856 0.14834 -1.652
C -1.20962 2.75605 0.82529 0.104
C -1.74670 2.16777 2.10681 -0.382
O -1.97526 3.26333 2.98933 -0.388
C -2.64335 2.92802 4.12996 -0.737
N -0.78394 1.64785 -0.07141 0.205
H -2.71623 4.31045 0.86750 0.444
H -3.05331 3.01226 -0.26875 0.314
H -1.84459 4.33499 -0.57987 0.368
H -0.35829 3.40969 1.03118 0.307
H -1.06167 1.42346 2.53604 0.257
H -2.69653 1.63931 1.88385 0.247
H -2.02160 2.35503 4.82815 0.276
H -3.51059 2.28527 3.90057 0.273
H -3.03994 3.81279 4.61698 0.314
H -1.71482 1.26058 -0.31315 -0.290
H -0.54298 2.01415 -0.99836 0.246
```

Its charge is 0. Its spin multiplicity is 4.

Number 1: total energy -1547.2873 hartree. Number 2: total energy -9876.5966 hartree. Number 3: total energy -3023.2227 hartree.